C45H39BCaN15OS2 | wB97M-V/def2-TZVPD

Calculated values
- Energy above the lowest of the compared OMol25 structures with the same formula, charge and spin: 16.9 kJ/mol
- Net charge: 0
- Calculated total energy: -4133.76828 a.u.
- Spin multiplicity: 2
- Expectation value of S²: 0.767

CARTESIAN COORDINATES (ANGSTROEM)
Ca: -1.0671 -0.0944 0.1132
C: 2.9722 -2.9897 0.7119
C: 1.8994 -1.9423 0.9080
N: 1.3101 -1.4179 -0.1198
N: 1.6467 -1.8253 -1.3435
C: 2.0008 -1.0606 -2.2721
S: 2.2103 0.7101 -2.3476
S: 2.3989 -1.6807 -3.8783
C: 4.1315 -2.2507 -3.5612
C: 5.0635 -1.1295 -3.2353
C: 5.3388 -0.1513 -4.1849
C: 6.1601 0.9147 -3.8709
C: 6.7052 1.0281 -2.6026
C: 6.4642 0.0437 -1.6627
C: 5.6625 -1.0388 -1.9846
C: 1.6261 -1.4746 2.2318
C: 2.1340 -2.1562 3.3503
C: 1.9707 -1.6776 4.6229
C: 1.3382 -0.4456 4.8157
C: 0.8297 0.2489 3.7562
C: 0.8814 -0.2580 2.4278
O: 0.3076 0.3541 1.4778
H: 3.0807 -3.2066 -0.3487
H: 2.6934 -3.9079 1.2267
H: 3.9268 -2.6459 1.1039
H: 4.4044 -2.7334 -4.4985
H: 4.0776 -2.9903 -2.7637
H: 4.8975 -0.2248 -5.1690
H: 6.3732 1.6603 -4.6215
H: 7.3237 1.8764 -2.3532
H: 6.8893 0.1277 -0.6750
H: 5.4994 -1.8254 -1.2611
H: 2.6482 -3.0959 3.2120
H: 2.3340 -2.2423 5.4676
H: 1.2409 -0.0469 5.8146
H: 0.3240 1.1925 3.9037
C: -1.3533 -2.9317 3.4510
C: -1.0326 -2.7960 2.0998
N: -1.6518 -1.7478 1.5809
N: -2.3781 -1.1971 2.5523
C: -2.2110 -1.8807 3.6968
B: -3.3145 0.0144 2.3132
N: -4.0440 -0.1849 0.9697
C: -5.3511 -0.0040 0.7153
C: -5.5843 -0.3291 -0.6024
C: -4.3292 -0.6967 -1.0831
N: -3.4172 -0.5943 -0.1299
N: -2.5095 1.3060 2.2492
C: -2.1036 2.0967 3.2540
C: -1.4049 3.1526 2.7109
C: -1.4314 2.9103 1.3386
N: -2.0935 1.7946 1.0757
N: -4.3521 0.0377 3.4303
C: -5.2658 -0.9287 3.6918
C: -6.0269 -0.5155 4.7586
C: -5.4969 0.7394 5.0888
N: -4.4966 1.0496 4.2907
H: -1.0172 -3.6849 4.1363
H: -0.4022 -3.4233 1.4935
H: -2.7037 -1.5950 4.6048
H: -6.0430 0.3447 1.4536
H: -6.5176 -0.3020 -1.1266
H: -4.0720 -1.0544 -2.0634
H: -2.3626 1.8834 4.2698
H: -0.9427 3.9679 3.2320
H: -1.0261 3.5097 0.5470
H: -5.3107 -1.8285 3.1084
H: -6.8457 -1.0217 5.2289
H: -5.8009 1.4131 5.8657
C: 4.4450 1.3730 2.3817
C: 3.4617 2.3478 2.3056
C: 2.5967 2.3899 1.2337
C: 2.7137 1.4514 0.2044
C: 3.7160 0.4867 0.2703
C: 4.5636 0.4470 1.3596
N: 1.8080 1.4886 -0.8479
N: 1.0048 2.5294 -0.9164
C: -0.1513 2.5246 -1.5837
C: -0.6083 3.7769 -2.0686
C: -1.8250 3.8524 -2.6921
C: -2.5885 2.6907 -2.8149
C: -2.0750 1.5163 -2.3065
N: -0.8894 1.4042 -1.7189
H: 5.1201 1.3414 3.2232
H: 3.3600 3.0756 3.0948
H: 1.8219 3.1353 1.1595
H: 3.8468 -0.2172 -0.5375
H: 5.3272 -0.3157 1.4085
H: 0.0305 4.6373 -1.9437
H: -2.1879 4.7951 -3.0732
H: -3.5597 2.7072 -3.2829
H: -2.6412 0.6009 -2.3823
N: -2.3361 -5.0858 -5.7820
C: -2.0522 -4.3686 -4.9354
C: -1.7248 -3.4842 -3.8779
C: -2.0317 -3.8048 -2.5544
C: -1.7291 -2.8795 -1.5675
N: -1.1599 -1.7113 -1.8176
C: -0.8470 -1.4228 -3.0716
C: -1.1021 -2.2651 -4.1412
H: -2.4948 -4.7490 -2.3118
H: -1.9715 -3.0692 -0.5325
H: -0.3758 -0.4650 -3.2396
H: -0.8249 -1.9903 -5.1469

C16H18F24LiN5O16S8 | wB97M-V/def2-TZVPD

Calculated values
- Energy above the lowest of the compared OMol25 structures with the same formula, charge and spin: 0.0 kJ/mol
- Net charge: -2
- Calculated total energy: -7688.07302 a.u.

CARTESIAN COORDINATES (ANGSTROEM)
Li: -0.0434 0.4536 1.5386
C: -1.4704 -2.8409 -3.9719
C: -0.5994 -3.2340 -2.8118
C: 0.8265 -2.7533 -2.9783
N: 1.7798 -3.2057 -1.9406
C: 1.8230 -4.6954 -1.8351
C: 3.1673 -2.7521 -2.2885
C: 3.8259 -2.2654 -0.9997
C: 2.8318 -2.5622 0.1381
C: 1.4856 -2.6917 -0.5575
H: -1.7228 -1.7788 -3.9405
H: -2.4269 -3.3562 -3.9685
H: -0.9483 -2.9768 -4.9255
H: -0.6493 -4.3226 -2.6769
H: -0.9838 -2.8948 -1.8444
H: 0.8332 -1.6617 -2.8927
H: 1.1974 -3.0336 -3.9667
H: 2.1348 -5.1350 -2.7762
H: 0.8274 -5.0525 -1.5803
H: 2.4282 -4.9623 -0.9713
H: 3.7192 -3.5108 -2.8324
H: 3.0940 -1.8930 -2.9590
H: 4.7051 -2.8877 -0.7848
H: 4.2490 -1.2651 -1.0084
H: 3.1273 -3.4343 0.7142
H: 2.7812 -1.7170 0.8233
H: 0.8449 -3.3870 -0.0211
H: 1.0622 -1.6968 -0.6638
C: -2.4069 2.2066 -0.8665
F: -2.5272 2.7710 -2.0476
F: -1.7839 3.0051 -0.0188
F: -3.6230 1.8975 -0.4284
S: -1.4500 0.6504 -1.1040
O: -2.0844 -0.0954 -2.1435
O: -0.0908 1.0176 -1.3702
N: -1.5358 -0.0099 0.4099
S: -2.5661 -1.2398 0.3982
O: -3.8347 -1.0220 -0.2114
O: -1.9218 -2.4742 0.0272
C: -2.9523 -1.3486 2.1983
F: -3.2902 -0.1502 2.6671
F: -3.9399 -2.2023 2.3743
F: -1.8591 -1.7758 2.8408
C: 2.1241 3.4130 0.3671
F: 1.0046 3.1650 -0.2819
F: 3.0731 3.8074 -0.4956
F: 1.9596 4.3702 1.2804
S: 2.7343 1.8400 1.1620
O: 2.7106 0.8628 0.1093
O: 3.9816 2.1514 1.7626
N: 1.5329 1.3964 2.1679
S: 1.7124 1.9593 3.6898
O: 2.8211 1.4188 4.4038
O: 1.4474 3.3610 3.8043
C: 0.2002 1.1317 4.3407
F: -0.8866 1.7093 3.8294
F: 0.1836 -0.1618 3.9599
F: 0.1725 1.1962 5.6616
C: 2.9246 -3.8935 4.5411
F: 3.3293 -2.6759 4.1445
F: 3.5594 -4.8022 3.8016
F: 3.2637 -4.0547 5.8084
S: 1.0734 -3.9754 4.3299
O: 0.5393 -3.7833 5.6480
O: 0.7972 -2.9848 3.3407
N: 0.7778 -5.5338 3.9385
S: 0.5026 -5.7630 2.3793
O: 1.2153 -4.9346 1.4451
O: 0.5808 -7.1732 2.1303
C: -1.3181 -5.4632 2.1959
F: -2.0035 -5.8372 3.2692
F: -1.5392 -4.1584 2.0162
F: -1.7422 -6.1167 1.1229
C: -2.8319 6.8919 -0.0092
F: -2.8309 8.1299 0.5229
F: -1.6327 6.3585 0.1927
F: -3.7519 6.1638 0.6103
S: -3.1828 6.9454 -1.8234
O: -2.8677 5.6100 -2.2288
O: -4.5289 7.3692 -1.9894
N: -2.0440 8.0252 -2.2584
S: -1.9529 8.0622 -3.8481
O: -0.6446 7.9176 -4.3928
O: -3.0156 7.4085 -4.5587
C: -2.3101 9.8727 -4.1480
F: -3.2701 10.3566 -3.3456
F: -1.2038 10.6139 -3.9277
F: -2.6972 10.0865 -5.4122

C8H12OPS | wB97M-V/def2-TZVPD

Calculated values
- Energy above the lowest of the compared OMol25 structures with the same formula, charge and spin: 0.0 kJ/mol
- Net charge: +1
- Calculated total energy: -1126.54894 a.u.

CARTESIAN COORDINATES (ANGSTROEM)
C: 2.6326 -2.0243 -1.3236
C: 2.3943 -0.7278 -1.6920
C: 2.0529 -2.5758 -0.1837
C: 1.5105 0.0538 -0.9358
C: 0.9826 -1.9166 0.4114
C: 0.7257 -0.5929 0.0125
C: -2.7065 2.1234 0.4038
C: -1.3991 1.7862 -0.3130
O: 0.0537 1.3762 1.8235
P: -0.6100 0.4712 0.6975
S: -2.0914 -0.6816 2.0774
H: 3.2733 -2.7668 -1.8601
H: 2.9730 -0.4537 -2.5424
H: 2.2067 -3.5572 0.2630
H: 1.1866 1.0249 -1.0910
H: 0.2697 -2.4177 1.1821
H: -3.5053 1.5309 0.1389
H: -2.5375 2.0798 1.3804
H: -3.0505 3.0279 0.0722
H: -0.8315 2.7279 -0.3399
H: -1.4836 1.3853 -1.4180
H: 0.8487 1.0547 2.2022
H: -2.8951 -0.9277 1.0347

C10H18N4O5 | wB97M-V/def2-TZVPD

Calculated values
- Energy above the lowest of the compared OMol25 structures with the same formula, charge and spin: 637.6 kJ/mol
- Net charge: 0
- SMILES: NC(=O)CC[C@H](NC(=O)[C@@H](N)CCC(N)=O)C(=O)O
- Calculated total energy: -986.93991 a.u.

CARTESIAN COORDINATES (ANGSTROEM)
C: -1.0226 -0.1822 2.4829
C: -0.0836 -0.9671 1.4054
C: -0.5590 1.3987 2.4138
C: -1.4193 2.1029 3.5072
C: -1.3377 3.5986 3.3200
C: 0.4893 -1.4462 -0.9245
C: 1.7707 -0.4756 -0.8464
C: -0.0622 -1.0625 -2.3842
C: 0.5183 -2.1321 -3.3535
C: 0.1338 -1.9935 -4.9041
H: -1.5413 -1.8528 3.2578
H: 0.1227 -1.4743 3.4090
H: -2.1362 -0.0611 2.0680
H: 0.5596 1.5550 2.6359
H: -0.8833 1.8103 1.3456
H: -1.0321 1.8810 4.7019
H: -2.6580 1.9189 3.6880
H: -2.4752 3.8672 5.0367
H: -1.7840 5.3077 4.1039
H: -0.5429 0.2763 -0.0278
H: 0.6588 -2.4363 -0.7941
H: -1.2640 -1.0954 -2.8315
H: 0.3197 -0.0320 -2.7964
H: 1.6546 -1.9941 -3.3624
H: 0.4143 -3.1812 -3.0582
H: 0.2960 -0.8532 -6.8439
H: 1.2376 -0.1307 -5.7250
H: 3.6206 -0.6076 -1.2232
N: -0.9351 -0.9989 3.7624
N: -1.9669 4.2970 4.2226
N: -0.4031 -0.8122 0.0603
N: 0.5565 -0.9241 -5.8358
O: 0.7900 -1.7139 1.9156
O: -0.6388 4.2041 2.5246
O: 1.7830 0.6830 -0.5514
O: -0.5120 -2.9334 -5.3714
O: 2.8410 -1.0992 -1.4364

Number 3 is which compound? C8H12OPS

What is the formula in the third record? C8H12OPS

Look up the calculated total energy of the second one. -7688.07302 a.u.

net charge of number 3 (C8H12OPS)? +1